Here is C4H7N3O as an isolated structure from the Open Molecules 2025 dataset. Energies are from the ωB97M-V functional and the def2-TZVPD basis.

Results
Strongest force on any atom (eV/Å): 6.44
ΔE to the lowest compared entry with this formula, charge and spin (eV): 8.358
Charge: 0
E_LUMO (eV): -0.072
Gap between HOMO and LUMO (Eh): 0.3166

```
15
Properties=species:S:1:pos:R:3:forces:R:3
C 1.92395 -0.03870 0.66738 -1.19 5.56 -3.04
C 0.46564 0.25156 -0.01126 -0.71 0.92 3.28
C -1.52204 1.23162 -0.16404 1.77 0.65 0.62
C -1.78253 -0.04387 0.02335 1.12 -3.59 0.31
H 2.11967 -0.51306 -1.53846 3.10 -0.44 4.91
H 3.93898 -0.35414 -0.37474 -5.23 -1.06 0.00
H 1.76442 -0.43483 1.68679 0.50 -0.27 -0.75
H 2.32610 1.16208 0.67194 -1.33 -3.14 0.86
H -2.08199 2.10722 -0.28763 -1.04 0.68 -0.06
H -2.44798 -1.67354 -1.00298 -2.31 1.88 4.45
H -4.05420 -0.61207 0.42836 5.20 -1.72 -1.78
N 2.73574 -0.70249 -0.33572 2.16 -0.03 -4.27
N -0.14675 1.38974 -0.02181 1.75 2.39 -1.19
N -2.74880 -1.09939 0.19095 -2.11 0.75 -3.47
O -0.49022 -0.67015 0.06789 -1.67 -2.56 0.13
```
Forces are in eV/Å.